{"formula": "C5H13ClI2O2PSc", "method": "ωB97M-V with the def2-TZVPD basis set", "relative_energy_kj_mol": 54.0, "orbital_gap_ev": 5.6, "lumo_ev": -9.988, "charge": 2, "elements": ["I", "I", "Sc", "P", "C", "C", "H", "H", "H", "C", "H", "H", "H", "H", "H", "H", "C", "O", "Cl", "C", "O", "H", "H", "H", "H"], "xyz": [[4.126, 0.737, -0.257], [5.323, -1.781, -0.418], [0.050, -0.388, 1.315], [-0.821, -0.369, -1.087], [0.423, -0.327, -2.408], [-1.864, -1.782, -1.592], [-2.664, 1.164, -0.773], [-2.441, 0.841, -2.484], [-1.287, 1.980, -1.602], [-1.895, 1.055, -1.553], [-2.565, -2.007, -0.777], [-2.461, -1.522, -2.476], [-0.024, -0.312, -3.404], [1.079, -1.194, -2.331], [-1.242, -2.679, -1.759], [1.058, 0.551, -2.293], [1.712, -1.184, 0.673], [2.593, -1.889, 0.331], [-1.082, -1.997, 2.694], [0.401, 1.786, 3.723], [0.309, 1.493, 2.312], [1.377, 1.373, 4.020], [-0.383, 1.274, 4.327], [0.365, 2.883, 3.946], [-0.087, 2.293, 1.875]], "lowdin_charge": [0.292, 0.415, 0.653, 0.756, -0.246, -0.222, 0.057, 0.076, 0.067, -0.227, 0.058, 0.075, 0.082, 0.052, 0.074, 0.043, -0.175, -0.132, 0.062, -0.043, -0.232, 0.110, 0.116, 0.131, 0.155]}

{"formula": "C5H13ClNO2S", "method": "ωB97M-V with the def2-TZVPD basis set", "relative_energy_kj_mol": 0.0, "orbital_gap_ev": 7.8, "lumo_ev": 2.930, "charge": -1, "elements": ["Cl", "C", "C", "O", "N", "C", "H", "H", "H", "H", "H", "H", "H", "C", "S", "O", "C", "H", "H", "H", "H", "H", "H"], "xyz": [[0.840, -1.339, 0.660], [-2.713, -1.287, 3.190], [-2.224, 0.129, 3.322], [-2.669, 0.895, 4.172], [-1.246, 0.449, 2.465], [-0.464, 1.658, 2.500], [-3.478, -1.529, 3.925], [-1.938, -2.050, 3.197], [-3.219, -1.345, 2.219], [-0.859, -0.339, 1.951], [-0.334, 2.016, 3.519], [-0.925, 2.424, 1.870], [0.495, 1.450, 2.027], [3.064, 0.506, -3.745], [1.275, 0.458, -4.171], [1.115, -0.338, -5.446], [0.801, -0.667, -2.835], [3.305, -0.254, -3.005], [3.326, 1.530, -3.490], [3.666, 0.261, -4.624], [1.423, -1.547, -2.981], [-0.256, -0.913, -2.834], [1.014, -0.169, -1.886]], "lowdin_charge": [-0.535, -0.019, -0.583, -0.004, -0.020, -0.094, 0.070, 0.078, 0.083, -0.029, 0.076, 0.075, 0.055, -0.260, 0.805, -0.604, -0.309, 0.045, 0.034, 0.046, 0.052, 0.050, -0.013]}

{"formula": "C5H13FN", "method": "ωB97M-V with the def2-TZVPD basis set", "relative_energy_kj_mol": 190.1, "orbital_gap_ev": 12.3, "lumo_ev": -2.806, "charge": 1, "elements": ["C", "C", "C", "C", "C", "N", "F", "H", "H", "H", "H", "H", "H", "H", "H", "H", "H", "H", "H", "H"], "xyz": [[-0.046, -1.992, -0.116], [1.481, 0.438, -1.264], [0.004, 1.851, -0.127], [-1.498, -0.286, 1.494], [-0.610, -0.592, -0.204], [0.520, 0.495, -0.095], [-0.511, -0.034, 2.351], [0.538, -2.222, -0.921], [-0.904, -2.629, -0.028], [0.542, -2.197, 0.755], [0.985, 0.518, -2.161], [2.091, 1.277, -1.079], [2.197, -0.523, -1.258], [-0.085, 2.065, -1.221], [-0.941, 1.940, 0.341], [0.614, 2.604, 0.370], [-2.056, 0.623, 1.612], [-2.109, -1.149, 1.850], [-1.297, -0.477, -1.058], [1.086, 0.288, 0.759]], "lowdin_charge": [-0.058, 0.010, -0.019, -0.075, -0.113, -0.175, -0.028, 0.047, 0.096, 0.093, 0.077, 0.087, 0.166, 0.129, 0.078, 0.126, 0.091, 0.127, 0.150, 0.190]}

{"formula": "C5H13I2NOP", "method": "ωB97M-V with the def2-TZVPD basis set", "orbital_gap_ev": [7.9, 6.2], "lumo_ev": [-3.406, -6.110], "charge": 1, "multiplicity": 3, "elements": ["C", "C", "C", "C", "C", "N", "O", "P", "I", "I", "H", "H", "H", "H", "H", "H", "H", "H", "H", "H", "H", "H", "H"], "xyz": [[1.842, -0.714, 0.998], [-0.357, -1.147, 0.265], [1.300, -0.487, -1.377], [0.462, 1.091, 0.193], [-0.356, 1.915, -0.492], [0.874, -0.278, 0.037], [-1.268, 1.517, -1.359], [-1.823, 1.422, 1.959], [-0.444, 3.906, 0.210], [1.646, 2.866, -2.401], [1.862, -0.139, 1.939], [1.906, -1.730, 1.173], [2.840, -0.315, 0.513], [-0.199, -2.117, -0.217], [-0.457, -1.111, 1.263], [-1.217, -0.706, -0.171], [0.736, -0.105, -2.179], [2.198, 0.073, -1.499], [1.445, -1.547, -1.712], [0.998, 1.584, 0.986], [-1.788, 2.195, -1.665], [-0.873, 1.648, 2.970], [-2.773, 2.178, 2.466]], "lowdin_spin": [0.000, 0.009, 0.006, 0.117, 0.049, 0.010, -0.011, 0.771, 0.096, 0.830, 0.000, 0.000, 0.000, 0.001, 0.007, 0.001, 0.000, 0.001, 0.000, 0.002, 0.000, 0.048, 0.064]}

{"formula": "C5H13INO", "method": "ωB97M-V with the def2-TZVPD basis set", "relative_energy_kj_mol": 219.7, "orbital_gap_ev": 8.8, "lumo_ev": -4.127, "charge": 1, "elements": ["C", "C", "C", "C", "C", "N", "O", "I", "H", "H", "H", "H", "H", "H", "H", "H", "H", "H", "H", "H", "H"], "xyz": [[0.971, -1.860, 0.224], [-0.246, -0.730, -1.762], [-0.027, 1.726, -0.484], [1.229, 0.842, 1.303], [0.533, -0.632, -0.524], [0.609, 0.550, 0.027], [-2.531, 0.533, 0.827], [-2.872, -1.403, 0.744], [0.810, -1.747, 1.199], [1.928, -2.074, 0.094], [0.407, -2.729, -0.241], [-1.291, -0.112, -1.637], [-0.480, -1.736, -2.153], [0.284, -0.411, -2.750], [0.688, 2.587, -0.292], [-0.476, 1.583, -1.546], [-0.891, 1.925, 0.103], [0.907, 1.713, 1.719], [1.066, 0.264, 2.171], [2.356, 0.784, 1.330], [-2.973, 0.928, 1.649]], "lowdin_charge": [0.027, -0.068, -0.029, -0.006, -0.251, -0.105, -0.792, 0.949, 0.039, 0.060, 0.130, 0.121, 0.091, 0.147, 0.139, 0.126, 0.069, 0.068, 0.092, 0.148, 0.044]}

{"formula": "C5H13INO2", "method": "ωB97M-V with the def2-TZVPD basis set", "relative_energy_kj_mol": 89.2, "orbital_gap_ev": 10.6, "lumo_ev": -2.937, "charge": 1, "elements": ["C", "C", "C", "C", "C", "N", "O", "O", "I", "H", "H", "H", "H", "H", "H", "H", "H", "H", "H", "H", "H", "H"], "xyz": [[-0.937, -1.657, -0.414], [0.508, -1.557, 1.514], [0.513, 2.676, 1.211], [0.227, 0.486, -2.014], [-0.234, 0.458, 0.280], [-0.208, -0.857, 0.503], [0.058, 1.256, 1.227], [-0.537, 0.937, -0.929], [3.493, -0.072, -0.121], [-0.289, -1.923, -1.195], [-1.212, -2.618, -0.022], [-1.938, -1.152, -0.682], [-0.029, -2.394, 1.825], [1.393, -1.963, 1.191], [0.857, -0.748, 2.237], [1.413, 2.492, 1.735], [-0.170, 3.132, 1.855], [0.577, 2.978, 0.133], [1.332, 0.373, -1.775], [0.202, 1.183, -2.807], [-0.136, -0.485, -2.390], [3.922, 0.918, -1.265]], "lowdin_charge": [-0.020, -0.015, 0.104, -0.057, -0.409, -0.088, 0.025, 0.017, 0.625, 0.079, 0.105, 0.163, 0.091, 0.034, 0.139, 0.087, 0.090, 0.132, 0.025, 0.095, 0.093, -0.315]}

{"formula": "C5H13N", "method": "ωB97M-V with the def2-TZVPD basis set", "relative_energy_kj_mol": 397.4, "orbital_gap_ev": 8.7, "lumo_ev": 0.123, "smiles": "C=NC.CCC", "elements": ["C", "C", "C", "H", "H", "H", "H", "H", "H", "H", "H", "C", "C", "N", "H", "H", "H", "H", "H"], "xyz": [[-2.396, -0.392, 0.494], [-2.534, 0.985, -0.132], [-1.678, 1.085, -1.424], [-1.273, -0.592, 0.500], [-2.938, -0.494, 1.369], [-2.824, -1.173, -0.234], [-3.668, 1.222, -0.303], [-2.204, 1.802, 0.561], [-2.320, 1.675, -2.147], [-1.554, 0.138, -1.899], [-0.744, 1.746, -1.360], [3.146, -0.155, 1.357], [2.685, -1.445, -0.614], [2.822, -0.223, -0.083], [3.894, 0.755, 1.601], [2.343, -0.012, 2.050], [3.629, -1.136, 1.715], [3.547, -1.526, -1.306], [2.068, -2.261, -0.144]], "lowdin_charge": [-0.149, -0.350, -0.142, 0.089, 0.028, 0.095, 0.122, 0.099, 0.071, 0.043, 0.091, -0.187, -0.070, -0.116, 0.111, 0.032, 0.081, 0.076, 0.074]}

{"formula": "C5H13N", "method": "ωB97M-V with the def2-TZVPD basis set", "relative_energy_kj_mol": 103.5, "orbital_gap_ev": 9.1, "lumo_ev": 1.111, "smiles": "C=CN.CCC", "elements": ["C", "C", "C", "H", "H", "H", "H", "H", "H", "H", "H", "C", "C", "N", "H", "H", "H", "H", "H"], "xyz": [[-0.068, -1.008, 3.053], [-0.538, -0.808, 1.627], [0.540, -1.176, 0.614], [0.811, -0.413, 3.311], [-0.854, -0.744, 3.765], [0.211, -2.045, 3.246], [-1.433, -1.410, 1.471], [-0.792, 0.244, 1.479], [0.276, -1.013, -0.425], [0.837, -2.227, 0.704], [1.447, -0.614, 0.859], [0.976, 1.923, -2.085], [0.093, 0.969, -2.395], [-1.151, 1.190, -2.939], [0.663, 2.952, -2.229], [1.825, 1.722, -1.452], [0.356, -0.081, -2.394], [-1.501, 2.131, -2.974], [-1.698, 0.407, -3.234]], "lowdin_charge": [-0.139, -0.325, -0.124, 0.070, 0.067, 0.069, 0.098, 0.100, 0.033, 0.073, 0.074, -0.038, -0.327, 0.042, 0.041, 0.033, 0.090, 0.086, 0.077]}

{"formula": "C5H13N", "method": "ωB97M-V with the def2-TZVPD basis set", "relative_energy_kj_mol": 106.2, "orbital_gap_ev": 9.3, "lumo_ev": 0.999, "smiles": "C=CN.CCC", "elements": ["C", "C", "C", "H", "H", "H", "H", "H", "H", "H", "H", "C", "C", "N", "H", "H", "H", "H", "H"], "xyz": [[0.221, -0.730, -1.408], [-1.077, -1.544, -1.400], [-2.277, -0.687, -1.793], [0.181, -0.042, -0.565], [1.038, -1.415, -1.190], [0.402, -0.219, -2.353], [-0.986, -2.412, -2.047], [-1.251, -1.827, -0.358], [-3.230, -1.174, -1.552], [-2.280, -0.355, -2.827], [-2.335, 0.196, -1.154], [2.195, 0.610, 2.722], [1.044, 1.066, 2.222], [0.869, 2.267, 1.542], [3.127, 1.128, 2.537], [2.212, -0.293, 3.307], [0.198, 0.389, 2.165], [1.692, 2.832, 1.405], [0.256, 2.209, 0.747]], "lowdin_charge": [-0.120, -0.317, -0.136, 0.044, 0.067, 0.073, 0.095, 0.098, 0.068, 0.067, 0.064, -0.035, -0.321, 0.032, 0.042, 0.034, 0.096, 0.082, 0.067]}

{"formula": "C5H13N", "method": "ωB97M-V with the def2-TZVPD basis set", "relative_energy_kj_mol": 123.7, "orbital_gap_ev": 9.4, "lumo_ev": 1.175, "smiles": "CCCN(C)C", "elements": ["C", "C", "C", "C", "C", "N", "H", "H", "H", "H", "H", "H", "H", "H", "H", "H", "H", "H", "H"], "xyz": [[-0.043, -0.837, -0.061], [-1.179, -0.478, 0.844], [2.366, -0.166, 0.127], [0.764, 1.513, -0.457], [-2.488, -0.405, -0.136], [0.996, 0.277, 0.254], [-0.246, -0.863, -1.140], [0.406, -1.785, 0.233], [-1.119, 0.467, 1.376], [-1.370, -1.267, 1.570], [2.642, -0.403, -0.914], [0.891, 1.401, -1.547], [2.517, -1.061, 0.731], [3.040, 0.611, 0.494], [1.465, 2.277, -0.112], [-0.249, 1.865, -0.268], [-2.418, 0.471, -0.775], [-2.618, -1.305, -0.733], [-3.356, -0.313, 0.513]], "lowdin_charge": [-0.190, -0.215, -0.134, -0.122, -0.096, -0.292, 0.112, 0.106, 0.097, 0.094, 0.081, 0.084, 0.077, 0.078, 0.083, 0.073, 0.055, 0.058, 0.052]}